Molecular formula: C4H6O2
Method: DFT, the ωB97M-V functional and the def2-TZVPD basis

The total energy comes out at -306.43995 a.u. The SMILES is C[C@@]1(C=O)CO1. The HOMO energy comes out at -10.0507 eV. As for the gap between HOMO and LUMO: 10.957 eV. The calculation puts the LUMO energy at 0.91 eV.

ORCA input file:
```
! RIJCOSX wB97M-V def2-TZVPD def2/J DEFGRID3
* xyz 0 1
C 1.32 0.50 0.32
C -0.10 0.13 -0.05
C -0.38 -0.34 -1.45
O 0.37 -1.05 -2.08
C -1.08 -0.39 0.91
O -1.13 0.95 0.47
H 1.54 1.50 -0.07
H 1.43 0.51 1.40
H 2.05 -0.20 -0.11
H -1.36 -0.02 -1.85
H -1.88 -1.04 0.55
H -0.78 -0.55 1.95
*
```